DFT (ωB97M-V/def2-TZVPD) results for C18H34N9O4PS4W as an isolated structure.

CARTESIAN COORDINATES (ANGSTROEM)
W (0.273, 0.062, 0.088)
C (-3.605, -2.741, -2.306)
C (-2.810, -1.568, -2.738)
N (-2.945, -0.910, -3.840)
N (-1.998, 0.071, -3.787)
C (-1.267, 0.050, -2.678)
S (-0.028, 1.115, -2.194)
N (-1.785, -1.000, -1.990)
N (-1.286, -1.417, -0.738)
H (-4.304, -2.993, -3.099)
H (-4.171, -2.521, -1.400)
H (-2.967, -3.607, -2.120)
H (-1.918, 0.731, -4.547)
H (-1.024, -2.395, -0.814)
H (-2.025, -1.317, -0.045)
C (-4.607, 1.864, 4.417)
C (-4.092, 2.404, 3.086)
C (-3.085, 1.425, 2.484)
S (-2.694, 1.836, 0.779)
O (-1.697, 0.702, 0.365)
C (-1.815, 3.383, 1.009)
C (-1.170, 3.903, -0.268)
C (-2.130, 4.037, -1.443)
H (-5.304, 2.569, 4.867)
H (-3.787, 1.708, 5.119)
H (-5.129, 0.916, 4.283)
H (-3.615, 3.371, 3.247)
H (-4.927, 2.560, 2.398)
H (-3.514, 0.422, 2.424)
H (-2.147, 1.390, 3.041)
H (-1.120, 3.273, 1.838)
H (-2.639, 4.036, 1.319)
H (-0.324, 3.266, -0.527)
H (-0.751, 4.879, -0.017)
H (-2.517, 3.067, -1.767)
H (-1.627, 4.488, -2.297)
H (-2.984, 4.668, -1.192)
N (4.848, 2.706, -0.824)
N (4.047, 1.742, -0.267)
N (4.524, 0.851, 0.576)
C (3.473, 0.081, 0.780)
N (2.425, 0.515, 0.064)
N (2.818, 1.590, -0.615)
H (5.657, 2.823, -0.224)
H (4.320, 3.566, -0.928)
H (3.453, -0.756, 1.455)
C (0.711, -2.987, -2.314)
P (1.622, -1.775, -1.287)
C (2.767, -1.080, -2.514)
C (2.623, -2.841, -0.221)
C (1.997, -3.494, 0.841)
C (2.721, -4.329, 1.675)
C (4.081, -4.511, 1.459)
C (4.711, -3.868, 0.404)
C (3.986, -3.037, -0.439)
H (1.462, -3.600, -2.814)
H (0.098, -2.507, -3.077)
H (0.111, -3.673, -1.712)
H (2.229, -0.408, -3.180)
H (3.198, -1.893, -3.098)
H (3.575, -0.528, -2.039)
H (0.939, -3.346, 1.031)
H (2.229, -4.833, 2.496)
H (4.650, -5.157, 2.115)
H (5.769, -4.013, 0.233)
H (4.498, -2.548, -1.257)
O (-0.135, 1.814, 3.576)
S (0.857, 1.289, 2.688)
O (2.242, 1.476, 2.987)
O (0.547, 1.742, 1.224)
S (0.482, -0.741, 2.250)

Atomic forces in eV per Å
-0.404 -0.003 0.180
0.004 0.004 0.004
-0.060 -0.022 -0.003
0.020 -0.051 0.038
0.020 0.040 -0.011
0.050 0.124 -0.007
0.035 -0.133 -0.055
0.039 -0.049 0.083
-0.039 0.109 -0.190
-0.003 0.004 0.002
0.000 -0.002 0.005
0.001 -0.002 -0.003
0.006 -0.002 -0.003
0.025 -0.030 0.026
-0.103 0.018 0.008
-0.004 0.005 0.005
0.001 -0.010 -0.010
-0.009 -0.032 0.029
0.038 -0.006 0.186
0.154 -0.116 -0.199
-0.037 0.053 0.013
0.027 0.011 0.014
-0.013 0.008 0.014
-0.002 0.001 0.003
0.002 0.000 -0.002
0.002 0.001 -0.001
0.005 0.010 0.001
-0.006 0.003 0.005
-0.010 0.006 -0.021
-0.092 0.012 -0.059
-0.063 0.032 -0.028
0.000 0.012 -0.022
-0.040 0.061 0.035
0.001 0.006 -0.009
-0.001 0.001 0.002
0.007 0.004 -0.005
0.006 -0.007 0.001
0.008 -0.020 -0.037
0.010 0.004 0.013
0.015 -0.009 -0.035
-0.057 0.091 0.084
-0.032 0.029 -0.217
0.014 -0.016 0.042
-0.005 0.011 0.003
0.005 -0.001 0.022
-0.006 -0.012 0.004
0.017 -0.012 0.006
0.188 -0.072 0.120
-0.010 -0.019 0.002
0.007 0.025 -0.004
-0.006 -0.021 -0.004
0.000 -0.004 -0.002
-0.006 0.003 -0.007
-0.002 0.001 0.003
0.004 0.000 -0.004
-0.019 -0.009 -0.010
0.002 0.005 0.003
0.016 -0.013 0.003
-0.017 0.001 0.007
-0.003 0.004 -0.003
-0.009 -0.007 -0.014
-0.004 -0.003 0.001
-0.002 0.003 0.000
0.000 0.000 0.000
-0.001 0.002 -0.001
-0.003 0.006 -0.001
0.114 0.014 0.004
0.094 0.050 -0.068
-0.089 0.023 -0.008
0.167 -0.062 0.240
0.054 -0.048 -0.166

## Properties
gap between HOMO and LUMO (spin up / spin down): 7.09 / 7.02 eV
lowest unoccupied orbital energy (spin up / spin down): -6.8 / -6.8 eV
2S+1: 1
electronic energy: -95259.80453 eV
charge: +2

=====

DFT (ωB97M-V/def2-TZVPD) results for a single C2H5N3O molecule at a distorted geometry.

CARTESIAN COORDINATES (ANGSTROEM)
C (2.341, 0.411, -0.184)
N (1.051, 0.218, -0.006)
O (0.504, -0.817, 0.365)
C (-0.803, -1.010, -0.202)
N (-1.742, -0.155, -0.208)
N (-1.448, 1.102, 0.253)
H (2.632, 1.382, -0.527)
H (3.214, -0.322, 0.295)
H (-1.139, -2.010, -0.347)
H (-0.648, 1.353, -0.279)
H (-2.343, 1.577, -0.028)

Atomic forces in eV per Å
-0.599 -3.335 3.150
4.912 7.441 -4.341
-2.571 -6.703 1.667
-1.005 1.110 1.325
1.173 -1.842 0.090
-3.044 0.546 -0.429
-0.046 0.283 -0.108
-2.376 1.649 -1.514
0.841 -0.810 -0.244
0.916 1.327 -0.103
1.798 0.334 0.507

## Properties
structure (SMILES): C=NO/C=N\N
gap between HOMO and LUMO: 10.07 eV
relative energy (zero: lowest compared OMol25 entry of this formula, charge and spin): 5.813 eV
lowest unoccupied orbital energy: 1.1 eV
2S+1: 1
electronic energy: -8667.82983 eV

=====

DFT (ωB97M-V/def2-TZVPD) results for C15H20N6RuSbSe4 as an isolated structure.

CARTESIAN COORDINATES (ANGSTROEM)
Ru (0.112, 0.665, 0.948)
Se (2.583, 4.139, -1.841)
Sb (0.566, 3.346, -0.819)
Se (0.479, 0.685, -1.297)
Se (1.398, 2.426, 1.601)
Se (-1.694, 4.081, -0.608)
C (-2.858, -1.128, 3.893)
N (-2.864, -1.020, 2.441)
C (-2.088, -2.027, 1.741)
C (-2.958, 0.232, 1.870)
N (-2.069, 0.639, 0.987)
N (-4.009, 0.986, 2.236)
C (-4.061, 2.396, 1.886)
C (-5.250, 0.419, 2.748)
H (-1.848, -0.991, 4.301)
H (-3.215, -2.115, 4.187)
H (-3.507, -0.379, 4.338)
H (-2.273, -2.991, 2.211)
H (-1.009, -1.844, 1.764)
H (-2.401, -2.077, 0.700)
H (-2.376, 1.448, 0.456)
H (-3.080, 2.855, 1.999)
H (-4.750, 2.896, 2.564)
H (-4.406, 2.552, 0.860)
H (-5.210, -0.665, 2.737)
H (-6.077, 0.742, 2.114)
H (-5.444, 0.763, 3.766)
N (1.011, -2.959, 10.483)
C (1.122, -2.822, 9.348)
C (1.221, -2.629, 7.932)
C (0.828, -1.408, 7.385)
C (0.888, -1.208, 6.020)
C (1.351, -2.222, 5.187)
C (1.763, -3.431, 5.732)
C (1.695, -3.636, 7.097)
N (1.405, -2.019, 3.778)
C (1.470, -2.992, 2.805)
C (1.485, -2.349, 1.607)
N (1.446, -0.994, 1.826)
C (1.380, -0.828, 3.138)
H (0.469, -0.624, 8.036)
H (0.571, -0.254, 5.619)
H (2.163, -4.213, 5.101)
H (2.021, -4.577, 7.517)
H (1.490, -4.043, 3.028)
H (1.549, -2.757, 0.613)
H (1.430, 0.127, 3.636)

Atomic forces in eV per Å
-0.427 -0.838 0.225
-0.814 -0.278 0.364
0.431 0.618 -0.389
-0.013 0.355 -0.116
0.066 0.370 -0.250
0.614 -0.279 -0.067
-0.014 0.019 0.058
0.181 0.249 -0.155
0.001 0.034 -0.075
-0.152 -0.220 0.163
0.419 -0.167 0.050
0.032 -0.018 0.005
0.057 0.108 0.016
-0.119 -0.014 0.002
0.008 -0.030 -0.033
-0.023 0.012 0.006
0.048 -0.037 0.016
-0.031 -0.004 -0.006
0.014 -0.015 0.107
0.023 -0.001 0.001
-0.026 0.078 -0.053
0.019 -0.016 -0.029
-0.018 -0.016 -0.012
-0.015 -0.016 0.014
0.017 0.011 -0.034
0.018 0.013 0.000
0.008 0.004 -0.011
0.040 -0.007 -0.069
-0.033 -0.076 0.236
-0.012 0.131 -0.276
0.025 -0.088 0.074
-0.009 0.046 -0.140
0.022 -0.045 0.424
0.059 0.024 -0.186
-0.006 0.001 0.109
-0.104 0.163 -0.197
0.035 -0.095 -0.178
0.111 0.001 0.014
-0.637 0.355 0.262
0.412 -0.284 0.033
-0.004 0.011 -0.024
-0.043 -0.025 -0.027
-0.005 0.001 0.011
-0.017 0.000 0.007
-0.003 0.031 0.045
-0.056 -0.040 0.024
-0.079 -0.026 0.058

## Properties
gap between HOMO and LUMO (spin up / spin down): 6.02 / 5.46 eV
relative energy (zero: lowest compared OMol25 entry of this formula, charge and spin): 0.879 eV
lowest unoccupied orbital energy (spin up / spin down): -5.1 / -5.6 eV
2S+1: 5
electronic energy: -295317.81559 eV
charge: +1

=====

DFT (ωB97M-V/def2-TZVPD) results for C30H43CuN3Si as an isolated structure at a distorted geometry.

CARTESIAN COORDINATES (ANGSTROEM)
Cu (-0.113, -0.357, -0.703)
C (1.447, -6.913, 1.462)
C (2.479, -6.152, 0.936)
C (2.263, -4.831, 0.606)
C (1.016, -4.219, 0.791)
C (-0.003, -4.995, 1.353)
C (0.213, -6.319, 1.681)
C (0.851, -2.862, 0.300)
C (-0.187, -2.005, 0.391)
C (-1.326, -2.161, 1.284)
C (-2.638, -2.245, 0.804)
C (-3.714, -2.196, 1.666)
C (-3.516, -2.057, 3.032)
C (-2.223, -2.007, 3.529)
C (-1.145, -2.063, 2.672)
H (1.599, -7.960, 1.684)
H (3.451, -6.600, 0.771)
H (3.069, -4.254, 0.170)
H (-0.981, -4.561, 1.500)
H (-0.594, -6.909, 2.098)
H (1.709, -2.544, -0.292)
H (-2.796, -2.351, -0.264)
H (-4.723, -2.258, 1.276)
H (-4.366, -1.989, 3.701)
H (-2.059, -1.921, 4.597)
H (-0.138, -2.019, 3.065)
C (-1.203, 4.144, 0.979)
C (-1.224, 2.625, 0.806)
C (-2.418, 2.247, -0.075)
C (-1.517, 1.998, 2.167)
Si (0.415, 1.784, 0.024)
C (1.046, 2.990, -1.470)
C (-0.118, 3.298, -2.411)
C (2.062, 2.220, -2.317)
C (1.680, 4.318, -1.060)
C (1.836, 1.764, 1.430)
C (1.571, 0.601, 2.389)
C (1.981, 3.047, 2.247)
C (3.193, 1.454, 0.798)
H (-2.091, 4.472, 1.525)
H (-1.201, 4.656, 0.021)
H (-0.334, 4.466, 1.544)
H (-3.332, 2.731, 0.282)
H (-2.572, 1.172, -0.025)
H (-2.268, 2.520, -1.112)
H (-2.469, 2.365, 2.562)
H (-0.750, 2.237, 2.894)
H (-1.586, 0.917, 2.073)
H (-0.600, 2.380, -2.736)
H (0.240, 3.820, -3.302)
H (-0.862, 3.931, -1.937)
H (1.617, 1.306, -2.701)
H (2.942, 1.945, -1.747)
H (2.382, 2.819, -3.173)
H (1.009, 4.895, -0.432)
H (1.908, 4.916, -1.948)
H (2.610, 4.158, -0.522)
H (0.634, 0.707, 2.920)
H (2.374, 0.530, 3.128)
H (1.530, -0.333, 1.837)
H (1.094, 3.233, 2.846)
H (2.146, 3.905, 1.603)
H (2.833, 2.969, 2.928)
H (3.111, 0.591, 0.143)
H (3.926, 1.221, 1.574)
H (3.574, 2.296, 0.227)
N (-2.652, -0.149, -5.298)
C (-1.533, -0.495, -4.568)
C (-1.466, -0.320, -3.191)
N (-0.357, -0.617, -2.489)
C (0.684, -1.089, -3.215)
C (0.596, -1.266, -4.570)
N (-0.501, -0.979, -5.278)
H (-3.532, -0.147, -4.809)
H (-2.673, -0.546, -6.226)
H (-2.311, 0.063, -2.634)
H (1.581, -1.344, -2.671)
H (1.420, -1.677, -5.140)

Atomic forces in eV per Å
0.229 0.573 1.956
0.030 -0.154 0.083
0.066 -0.205 0.016
-0.092 0.103 0.013
0.255 -0.493 0.134
-0.068 0.116 -0.043
0.001 -0.169 0.025
-0.446 0.603 -0.176
0.506 -0.191 -0.019
0.014 0.038 0.048
0.144 -0.050 -0.135
-0.237 -0.038 0.088
-0.264 -0.033 0.151
-0.086 0.019 0.150
0.096 -0.005 -0.087
0.019 -0.048 0.077
0.037 -0.015 -0.022
0.018 0.080 -0.022
-0.029 -0.013 0.019
-0.067 0.002 0.009
0.062 0.033 -0.109
0.000 0.082 -0.031
-0.008 0.008 -0.031
0.008 -0.021 0.008
0.010 0.020 0.003
0.078 0.046 -0.029
0.082 -0.194 -0.090
0.247 -0.065 -0.100
0.178 -0.067 0.011
0.166 -0.013 -0.113
0.112 0.344 0.033
-0.061 -0.193 0.295
0.015 -0.076 0.246
-0.106 -0.064 0.177
-0.092 -0.219 0.039
-0.175 0.110 -0.092
-0.125 0.035 -0.189
-0.083 -0.106 -0.148
-0.202 0.134 -0.099
-0.197 0.070 0.079
0.048 0.139 -0.111
0.165 0.146 0.090
-0.141 0.103 0.081
-0.075 -0.222 -0.077
-0.061 0.076 -0.253
-0.191 0.064 0.012
0.091 0.027 0.215
0.019 -0.235 0.121
-0.166 -0.161 -0.089
0.098 0.087 -0.146
-0.187 0.116 0.019
-0.028 -0.161 -0.078
0.205 -0.059 0.017
0.059 0.146 -0.131
-0.030 0.181 0.135
0.070 0.114 -0.145
0.144 0.061 0.109
-0.187 -0.046 0.151
0.153 0.037 0.136
-0.037 -0.217 -0.039
-0.094 0.107 0.114
0.029 0.214 -0.013
0.118 -0.009 0.134
0.099 -0.187 -0.179
0.091 -0.022 0.132
0.117 0.099 -0.140
-0.164 0.073 0.009
0.548 -0.300 -0.598
0.317 -0.140 0.372
-0.559 -0.224 -2.579
-0.046 -0.081 0.302
-0.334 0.005 -0.421
-0.278 0.169 0.376
0.032 -0.010 -0.044
-0.010 0.023 0.161
-0.017 0.059 0.052
0.059 0.003 0.063
0.110 0.040 0.114

## Properties
gap between HOMO and LUMO: 5.90 eV
relative energy (zero: lowest compared OMol25 entry of this formula, charge and spin): 0.534 eV
lowest unoccupied orbital energy: 2.7 eV
2S+1: 1
electronic energy: -88796.25390 eV
charge: -1